# 1
C19H18CoNO | ωB97M-V/def2-TZVPD

Properties
E_tot = -61150.11107 eV
relative energy (zero: lowest compared OMol25 entry of this formula, charge and spin) = 0.0 kcal/mol
frontier orbital gap (alpha / beta) = 6.505 / 5.907 eV
multiplicity = 5
LUMO energy (alpha / beta) = -0.21 / -1.54 eV

Last column: Mulliken spin population.
Atoms and positions in Å:
C: -1.42 2.45 2.85  0.107
C: 0.29 2.30 3.24  0.096
C: 0.88 2.29 1.97  0.140
H: 0.87 2.49 4.15  0.018
C: -0.13 2.41 0.94  -0.081
C: -1.45 2.34 1.43  0.215
H: -2.38 2.42 0.84  0.018
H: -2.19 2.91 3.45  -0.001
H: 1.95 2.43 1.77  0.008
H: 0.06 2.73 -0.09  0.008
C: 0.72 -2.09 2.24  0.143
C: 0.71 -1.17 3.31  0.004
C: -0.62 -0.70 3.45  0.094
H: 1.61 -0.90 3.88  -0.003
C: -1.42 -1.20 2.36  0.006
C: -0.61 -2.15 1.69  0.102
H: -0.92 -2.86 0.91  0.006
H: 1.53 -2.69 1.88  -0.001
H: -2.06 0.47 4.54  0.008
H: -2.49 -1.12 2.33  0.007
Co: -0.14 0.53 1.66  2.156
O: 0.41 -0.18 0.08  0.191
C: 1.26 0.31 -0.93  0.017
C: 0.49 0.56 -2.18  0.561
H: 1.71 1.29 -0.63  0.034
H: 2.02 -0.45 -1.17  0.013
H: -0.06 1.50 -2.21  0.017
H: -0.11 1.16 -4.69  0.001
C: 0.06 0.09 -4.55  0.208
C: 0.38 -0.36 -3.23  -0.113
C: 0.58 -1.77 -3.03  0.185
H: 0.78 -2.11 -2.01  0.028
C: 0.48 -2.65 -4.10  -0.095
H: 0.61 -3.71 -3.94  -0.004
C: 0.23 -2.17 -5.40  0.206
H: 0.20 -2.86 -6.24  0.014
C: 0.04 -0.80 -5.61  -0.104
H: -0.13 -0.43 -6.62  -0.005
N: -1.00 0.38 4.33  0.008
C: -0.73 1.31 3.33  -0.214

***

# 2
C19H18F2N4O3 | ωB97M-V/def2-TZVPD

Properties
E_tot = -37532.27015 eV
relative energy (zero: lowest compared OMol25 entry of this formula, charge and spin) = 2.9 kcal/mol
frontier orbital gap = 9.630 eV
SMILES = Cc1cc(C)nc(CCNC(=O)c2cc(COc3ccc(F)cc3F)on2)n1
LUMO energy = 0.76 eV

Last column: Löwdin charge in e.
Atoms and positions in Å:
C: 7.07 -0.51 -1.25  -0.032
C: 5.64 -0.26 -0.92  -0.313
N: 4.94 -1.29 -0.44  0.165
C: 3.67 -1.09 -0.15  -0.327
N: 3.03 0.06 -0.29  0.147
C: 3.70 1.11 -0.76  -0.296
C: 5.04 0.98 -1.11  0.026
H: 5.60 1.82 -1.50  0.120
C: 2.94 2.39 -0.89  -0.020
H: 2.93 2.70 -1.93  0.086
H: 3.43 3.17 -0.31  0.086
H: 1.93 2.25 -0.53  0.057
C: 2.88 -2.26 0.38  -0.098
H: 3.57 -3.09 0.55  0.113
H: 2.16 -2.56 -0.39  0.126
C: 2.13 -1.92 1.67  -0.160
N: 1.18 -0.86 1.44  0.063
C: -0.13 -0.96 1.67  -0.446
O: -0.68 -1.90 2.22  0.069
C: -0.89 0.24 1.22  -0.169
N: -0.33 1.27 0.64  0.120
O: -1.30 2.16 0.35  0.034
C: -2.48 1.67 0.77  -0.233
C: -2.29 0.45 1.34  0.080
H: -3.00 -0.22 1.78  0.130
C: -3.71 2.50 0.55  -0.100
O: -4.90 1.79 0.82  -0.012
C: -5.21 0.67 0.12  -0.218
C: -4.61 0.20 -1.05  -0.190
C: -5.04 -0.96 -1.67  0.076
C: -6.10 -1.65 -1.13  -0.278
C: -6.73 -1.22 0.02  -0.004
C: -6.28 -0.07 0.63  0.012
H: -6.75 0.30 1.53  0.126
H: -7.56 -1.78 0.43  0.120
F: -6.52 -2.78 -1.74  0.065
H: -4.55 -1.29 -2.57  0.135
F: -3.59 0.86 -1.64  0.073
H: -3.72 3.34 1.26  0.147
H: -3.69 2.91 -0.46  0.142
H: 1.53 -0.09 0.87  0.087
H: 1.57 -2.79 2.02  0.120
H: 2.84 -1.61 2.44  0.126
H: 7.71 0.18 -0.70  0.083
H: 7.24 -0.34 -2.31  0.083
H: 7.33 -1.53 -1.00  0.077

***

# 3
C19H18FN3O3 | ωB97M-V/def2-TZVPD

Properties
E_tot = -33324.71889 eV
relative energy (zero: lowest compared OMol25 entry of this formula, charge and spin) = 46.5 kcal/mol
frontier orbital gap = 8.814 eV
SMILES = COc1ccc(C(=O)N[C@H]2CCCc3c2cnn3-c2ccccc2F)o1
LUMO energy = 0.69 eV

Last column: Löwdin charge in e.
Atoms and positions in Å:
C: -5.07 -3.18 0.84  -0.047
H: -4.59 -2.86 1.77  0.101
H: -5.77 -3.99 1.05  0.096
H: -4.31 -3.51 0.14  0.101
O: -5.85 -2.13 0.29  -0.015
C: -5.18 -1.03 -0.05  -0.345
C: -5.66 0.13 -0.61  0.010
C: -4.53 0.96 -0.76  -0.005
C: -3.45 0.27 -0.28  -0.168
C: -2.01 0.57 -0.16  -0.419
O: -1.22 -0.24 0.30  0.093
N: -1.68 1.81 -0.60  0.119
H: -2.43 2.41 -0.90  0.126
C: -0.33 2.38 -0.64  -0.242
C: 0.68 1.35 -1.02  -0.139
C: 1.71 0.93 -0.20  -0.149
N: 2.38 -0.03 -0.88  -0.035
N: 1.82 -0.26 -2.08  0.096
C: 0.80 0.56 -2.18  -0.076
H: 0.20 0.58 -3.06  0.112
C: 3.46 -0.82 -0.47  -0.120
C: 4.57 -0.31 0.19  -0.203
C: 5.61 -1.13 0.58  -0.011
C: 5.57 -2.48 0.29  -0.084
C: 4.49 -3.00 -0.40  -0.082
C: 3.44 -2.18 -0.78  -0.002
H: 2.59 -2.56 -1.32  0.114
H: 4.46 -4.05 -0.65  0.103
H: 6.38 -3.12 0.60  0.104
H: 6.45 -0.69 1.10  0.118
F: 4.67 1.01 0.44  0.070
C: 1.93 1.41 1.19  -0.110
C: 0.61 1.99 1.70  -0.172
C: 0.06 3.02 0.70  -0.130
H: -0.81 3.52 1.13  0.114
H: 0.83 3.78 0.51  0.120
H: 0.76 2.46 2.67  0.112
H: -0.11 1.18 1.81  0.105
H: 2.71 2.18 1.21  0.118
H: 2.26 0.59 1.83  0.127
H: -0.37 3.16 -1.41  0.151
O: -3.86 -0.96 0.15  0.127
H: -4.54 1.95 -1.17  0.108
H: -6.67 0.33 -0.88  0.110